[1]
{"formula": "C39H40N7OSSbTi", "method": "the ωB97M-V functional and the def2-TZVPD basis", "gap_ev": [5.60, 5.54], "homo_ev": [-10.060, -10.060], "multiplicity": 2, "s_squared": 0.7560, "charge": 1, "relative_energy_kj_mol": 647.4, "symbols": ["Ti", "C", "C", "C", "C", "C", "C", "N", "Sb", "C", "C", "C", "C", "C", "C", "N", "C", "C", "C", "C", "C", "C", "N", "H", "H", "H", "H", "H", "H", "H", "H", "H", "H", "H", "H", "H", "H", "H", "H", "H", "H", "N", "C", "N", "C", "N", "S", "C", "N", "C", "C", "C", "C", "C", "C", "H", "H", "H", "H", "H", "C", "C", "C", "C", "C", "C", "C", "C", "C", "C", "C", "C", "O", "H", "H", "H", "H", "H", "H", "H", "H", "H", "H", "H", "H", "H", "H", "H", "H", "H"], "coordinates": [[-0.31008, 1.66688, -1.10876], [0.90229, -6.55660, -0.18906], [0.02623, -6.10353, -1.33353], [-0.31265, -6.85470, -2.51758], [-1.03516, -6.22599, -3.47879], [-1.49355, -4.89874, -3.30153], [-1.21494, -4.33555, -2.08089], [-0.56337, -4.89737, -1.08704], [-1.25097, -2.15866, -1.40698], [-2.05472, 1.24494, -0.36459], [-3.44789, 1.34726, -0.50637], [-4.19244, 0.63993, 0.39142], [-3.57674, 0.00742, 1.48493], [-2.19348, 0.08247, 1.62943], [-1.46948, -0.49272, 2.81468], [-1.45293, 0.78494, 0.73430], [0.20842, -0.77959, -2.37547], [1.42020, -1.40310, -2.88502], [2.15247, -0.74923, -3.87407], [1.61730, 0.42841, -4.43695], [0.39449, 0.91896, -3.92515], [-0.17472, 2.16792, -4.54460], [-0.21853, 0.40929, -2.75524], [1.50271, -5.72595, 0.26890], [1.51841, -7.33296, -0.62856], [0.28834, -6.92863, 0.63060], [0.10343, -7.87495, -2.66746], [-1.13982, -6.62526, -4.45840], [-2.10803, -4.37384, -4.04643], [-3.85787, 1.84010, -1.34855], [-5.30419, 0.63054, 0.30715], [-4.16650, -0.52948, 2.22193], [-0.45340, -0.10851, 2.88753], [-1.44019, -1.57278, 2.78895], [-1.94181, -0.08262, 3.75741], [1.74638, -2.39918, -2.50794], [3.02464, -1.17288, -4.24773], [2.01915, 0.99881, -5.27534], [-1.01033, 1.89887, -5.24733], [0.57433, 2.70962, -5.10307], [-0.69240, 2.79211, -3.78476], [1.43160, 0.87853, -0.39962], [2.21567, -0.05448, -0.25321], [3.05865, -0.99762, -0.32682], [2.78469, -2.27960, -0.08124], [2.58317, -3.40968, 0.13169], [0.22843, -6.07714, 4.33158], [0.04248, -6.04281, 6.03562], [1.05606, -5.63249, 6.74764], [2.16973, -5.53854, 5.93237], [3.44759, -5.21033, 6.40180], [4.51150, -5.23128, 5.53288], [4.25497, -5.42841, 4.12485], [2.97552, -5.64650, 3.62902], [1.90713, -5.72022, 4.55496], [-0.83844, -6.50062, 6.43551], [3.51661, -4.78502, 7.41305], [5.50765, -5.05242, 5.92796], [5.12750, -5.42889, 3.53963], [2.83746, -5.98776, 2.63410], [2.04341, 4.51678, 2.05259], [1.38370, 5.40680, 1.01451], [2.16631, 5.15951, -0.22823], [-0.07470, 5.20016, 0.84955], [-0.91515, 5.47606, 1.90441], [-2.26948, 5.56709, 1.67041], [-2.73353, 5.54786, 0.33105], [-1.88670, 5.20585, -0.69870], [-2.32102, 5.45599, -2.11123], [-3.42692, 4.48125, -2.59594], [-1.30308, 5.57989, -3.19283], [-0.65432, 4.59067, -0.29848], [-0.17434, 3.48022, -0.92104], [3.10233, 4.79835, 2.04911], [1.97238, 3.49289, 1.74072], [1.52130, 4.69141, 3.02787], [1.48149, 6.46157, 1.33710], [2.40441, 4.07745, -0.29385], [3.17172, 5.60054, -0.08219], [1.74484, 5.50382, -1.10990], [-0.55866, 5.84599, 2.85932], [-3.01739, 5.64317, 2.49430], [-3.77263, 5.90240, 0.09189], [-2.72627, 6.48515, -1.99360], [-3.12475, 3.42739, -2.67116], [-3.76857, 4.75951, -3.62409], [-4.33815, 4.39712, -1.88241], [-0.58794, 6.34128, -2.88966], [-1.76094, 6.02216, -4.07212], [-0.81788, 4.64126, -3.49921]], "forces_ev_per_angstrom": [[1.774, 0.945, 2.181], [0.141, 0.274, -0.492], [-1.678, 0.419, 0.784], [1.805, -0.031, 1.961], [-0.656, 1.709, -0.601], [-0.257, -0.604, -0.134], [0.385, 2.146, -0.180], [1.423, -1.250, -0.815], [-1.063, -0.290, 0.817], [-1.622, 0.639, 1.168], [1.519, -0.792, -0.386], [-1.466, -0.126, 1.175], [0.223, 0.122, -0.685], [0.707, 0.513, 0.588], [-0.378, 1.332, 1.080], [-0.436, -0.365, -2.123], [1.701, -3.956, -0.324], [-1.104, 0.669, -0.005], [-2.047, 0.901, 0.584], [-1.742, -0.195, 0.891], [1.245, 0.791, 0.834], [-1.689, -0.610, 0.309], [0.778, 1.311, -3.257], [-0.469, -0.635, -0.923], [0.443, -0.297, 0.622], [-0.084, -0.353, -0.120], [-0.284, 0.952, 0.121], [-0.383, -0.747, -0.497], [0.624, -0.298, 0.239], [-0.459, 0.335, -0.582], [1.025, -0.065, 0.074], [0.133, 0.043, -0.133], [0.088, -0.127, -0.421], [-0.164, -0.256, 0.183], [0.201, -0.918, -0.902], [-0.454, 0.945, -0.262], [1.546, -0.597, -0.540], [0.201, -0.543, 0.242], [0.776, 0.079, 0.464], [0.072, 0.290, 0.073], [0.561, -0.191, -0.427], [2.232, -2.553, 0.794], [-2.082, 1.761, -1.214], [-0.700, 0.880, 0.342], [-0.324, -0.950, 0.635], [0.301, 1.448, -0.463], [0.546, -0.343, -0.406], [0.818, 0.403, 0.714], [-0.770, -1.238, -0.414], [-0.579, 0.926, -0.643], [-0.144, 0.623, 0.331], [-0.915, 0.180, -1.075], [-0.553, -0.083, 2.213], [0.294, -0.407, 1.394], [1.220, 0.091, 0.191], [-0.566, 0.454, 0.421], [0.172, -0.810, -0.272], [-0.079, 0.074, -0.379], [0.674, -0.120, -1.180], [-0.123, 0.281, -0.936], [-0.567, 1.166, 1.178], [0.387, -0.192, 0.265], [2.506, -0.937, 1.000], [0.428, -2.076, -0.250], [-0.992, 1.320, -0.053], [-1.974, -0.402, -0.179], [-0.707, 0.972, 1.203], [0.897, -1.771, 0.169], [-1.786, -0.450, -0.069], [-1.825, -0.028, 0.526], [0.990, 0.389, -0.287], [-1.319, 1.777, 0.569], [0.283, -0.910, -1.120], [-0.158, -0.168, 0.610], [-0.165, -0.657, 0.042], [0.918, -0.453, -0.530], [0.042, -0.351, -0.164], [-0.431, 0.442, -0.332], [-0.470, 0.065, -0.350], [-0.799, 0.719, -1.780], [0.348, -0.285, -0.047], [0.842, 0.304, -0.722], [1.135, -0.393, 0.273], [-0.310, -0.638, -0.369], [0.612, 0.243, -0.011], [0.052, -0.093, 0.900], [1.383, 0.579, -1.181], [0.600, -0.263, -0.001], [-0.258, -0.194, -0.229], [-0.017, 0.498, 0.307]], "lowdin_charge": [1.09, -0.04, -0.27, -0.01, -0.08, -0.11, -0.51, 0.02, 1.34, -0.32, -0.05, -0.04, 0.01, -0.32, -0.02, 0.07, -0.54, -0.09, 0.00, 0.02, -0.25, -0.02, -0.10, 0.05, 0.07, 0.08, 0.13, 0.10, 0.10, 0.08, 0.14, 0.13, 0.08, 0.08, 0.11, 0.11, 0.10, 0.13, 0.12, 0.09, 0.05, 0.03, -0.26, 0.11, -0.35, 0.15, 1.02, -0.47, 0.05, -0.33, -0.03, -0.07, -0.07, -0.08, -0.47, 0.07, 0.12, 0.10, 0.08, 0.08, -0.05, -0.39, -0.08, -0.14, -0.05, -0.07, -0.05, -0.15, -0.38, -0.06, -0.07, -0.20, -0.17, 0.09, 0.07, 0.09, 0.16, 0.09, 0.10, 0.06, 0.13, 0.12, 0.14, 0.15, 0.05, 0.09, 0.11, 0.09, 0.09, 0.05]}

---

[2]
{"formula": "C7H12O", "method": "the ωB97M-V functional and the def2-TZVPD basis", "gap_ev": 9.48, "smiles": "CC(C)=C(C)[C@@H]1CO1", "homo_ev": -8.489, "multiplicity": 1, "relative_energy_kj_mol": 203.2, "symbols": ["C", "C", "C", "C", "C", "C", "C", "H", "H", "H", "H", "H", "H", "H", "H", "H", "H", "H", "H", "O"], "coordinates": [[-0.98043, -0.90562, 1.89302], [-0.77611, -0.49311, 0.49412], [-1.87839, -0.73629, -0.49693], [0.27627, 0.21286, 0.12266], [1.49992, 0.46195, 0.97269], [0.29830, 0.75572, -1.21366], [1.54423, 0.84773, -2.00156], [-0.12296, -0.75418, 2.55220], [-1.75975, -0.33719, 2.36618], [-1.23321, -2.00893, 1.87607], [-1.50826, -1.21528, -1.38424], [-2.55705, -1.40369, -0.01080], [-2.39131, 0.15312, -0.70759], [1.34089, 1.18736, 1.73322], [2.16630, 0.77336, 0.17002], [1.82413, -0.42751, 1.47978], [-0.68101, 0.70900, -1.78645], [1.37793, 0.71084, -3.06879], [2.58292, 0.51074, -1.61989], [0.97759, 1.95912, -1.37005]], "forces_ev_per_angstrom": [[0.256, -1.984, 0.355], [0.022, 0.923, -0.243], [0.543, -1.308, 1.290], [0.078, -0.598, 1.342], [-0.646, -0.312, -1.533], [-0.919, -0.501, -1.338], [1.216, -1.315, -0.139], [0.143, -0.147, -0.328], [-0.822, 0.075, 0.076], [0.028, 1.104, 0.501], [-0.020, -0.126, -0.503], [-0.777, -0.546, 0.028], [-0.845, 1.253, -0.551], [0.031, 1.020, 0.367], [0.941, 0.274, 1.225], [0.336, -0.543, -0.052], [1.531, 0.098, 0.597], [0.354, 0.508, -0.049], [-1.926, 0.464, -0.606], [0.474, 1.661, -0.438]], "lowdin_charge": [-0.06, -0.31, -0.06, -0.23, -0.01, -0.29, -0.12, 0.07, 0.08, 0.11, 0.08, 0.07, 0.07, 0.08, 0.05, 0.08, 0.15, 0.11, 0.14, -0.02]}